No. 1
Below is C36H45BrN8O3PrS2Te as an isolated structure at a distorted geometry, with properties calculated with wB97M-V/def2-TZVPD.

```
! wB97M-V def2-TZVPD RIJCOSX def2/J DEFGRID3
* xyz 0 4
Pr -0.57087 -1.10772 0.62361
C -6.13367 -1.96122 -2.03349
C -5.11277 -1.02392 -1.46969
C -5.37837 0.36528 -1.38329
C -4.35627 1.20198 -0.97809
C -3.15907 0.64558 -0.55989
Br -1.91757 0.12308 2.74791
N -2.91997 -0.69652 -0.51569
C -3.88757 -1.48032 -1.03829
H -7.08127 -1.88102 -1.50019
H -5.77907 -2.98672 -1.97789
H -6.32957 -1.71892 -3.07699
H -6.33717 0.76168 -1.67839
H -4.46767 2.27518 -0.97859
H -3.64647 -2.53182 -1.10999
N -1.57037 -3.08882 2.40411
C -2.69487 -3.44082 1.54461
C -3.58167 -4.59832 2.02031
C -4.34297 -4.33042 3.32421
C -5.71927 -3.67182 3.14271
N -5.71307 -2.44442 2.36551
C -5.13757 -1.29732 2.74111
N -5.11407 -0.26052 1.90251
N -4.69737 -1.11922 3.98651
C -2.06677 -3.79382 0.12601
O -2.60937 -4.65602 -0.54369
O -1.05137 -3.10642 -0.16199
H -0.90957 -3.86292 2.46621
H -1.85727 -2.84752 3.35111
H -3.30027 -2.52922 1.41541
H -2.94067 -5.47142 2.15231
H -4.27177 -4.84262 1.21061
H -3.71947 -3.72612 3.98711
H -4.52737 -5.27592 3.83761
H -6.15827 -3.47322 4.12701
H -6.37957 -4.36222 2.61691
H -5.95577 -2.53232 1.39151
H -5.34957 -0.37292 0.92481
H -4.47437 0.49278 2.12841
H -4.66037 -1.90042 4.61761
H -4.02527 -0.37462 4.14081
S 0.22983 -0.40002 -2.02529
C -0.50727 1.05878 -2.66429
C -0.23627 1.30678 -4.00769
N 0.04603 1.48428 -5.11299
C -1.29647 1.93948 -1.93899
S -1.73817 1.68138 -0.24129
C -1.86607 3.07348 -2.49579
N -2.36197 4.03948 -2.88829
C 3.24543 -2.26802 1.33971
C 1.93593 -1.51452 1.38861
O 1.00013 -1.95062 2.09771
N 1.73993 -0.39242 0.73081
Te 2.75513 0.08048 -0.87889
C 4.83633 0.49058 -0.23639
C 5.26453 1.57868 0.51871
C 4.28773 2.37148 1.32241
C 6.61053 1.91928 0.54531
C 7.55433 1.18378 -0.14929
C 8.99863 1.57758 -0.15079
C 7.12843 0.06148 -0.84769
C 5.78793 -0.28332 -0.91429
C 5.39163 -1.50612 -1.69389
C 2.08813 2.09978 -1.05269
C 1.31923 2.86218 -0.16689
C 0.99603 2.52848 1.26281
C 0.82133 4.08098 -0.61999
C 1.03513 4.55278 -1.90179
C 0.40153 5.82588 -2.35429
C 1.80923 3.78398 -2.76259
C 2.33003 2.56928 -2.35459
C 3.14273 1.74328 -3.30369
H 3.44043 -2.69942 2.32071
H 4.06463 -1.60562 1.05441
H 3.14123 -3.08432 0.62201
H 3.47803 1.72308 1.65191
H 3.87853 3.18078 0.71641
H 4.77443 2.80908 2.19211
H 6.92293 2.78398 1.11431
H 9.17783 2.39338 0.54511
H 9.28813 1.90408 -1.14949
H 9.63183 0.73458 0.12251
H 7.86303 -0.54762 -1.35589
H 6.27373 -2.10642 -1.91249
H 4.91903 -1.23342 -2.64169
H 4.68993 -2.12292 -1.12869
H 1.13913 1.47928 1.51231
H -0.03897 2.79798 1.47571
H 1.62273 3.12918 1.92351
H 0.21363 4.66568 0.05431
H 0.16533 6.46928 -1.50949
H -0.53397 5.58298 -2.86159
H 1.04343 6.35918 -3.05139
H 1.97013 4.11988 -3.77599
H 3.37593 2.30838 -4.20319
H 2.57673 0.85928 -3.61379
H 4.07863 1.42338 -2.83529
*
```

As for the gap between HOMO and LUMO (alpha / beta): 4.325 / 6.843 eV. Its calculated total energy is -169204.1790 eV. As for the max |F|: 2.08 eV/Å. The energy relative to the best compared isomer or geometry (same formula, charge and spin) is 6.5 kcal per mole.

---

No. 2
Below is C36H45Cl2N5O2OsPS as an isolated structure, with properties calculated with wB97M-V/def2-TZVPD.

```
! wB97M-V def2-TZVPD RIJCOSX def2/J DEFGRID3
* xyz 3 5
Os -0.02670 -0.13937 0.13143
N -0.59614 -2.62443 1.94393
P 0.11260 -2.49602 0.39801
C -0.82890 -3.68745 -0.59654
C -0.73163 -5.03929 -0.26305
C -1.46210 -5.96801 -0.98382
C -2.26454 -5.55620 -2.04154
C -2.35209 -4.21415 -2.37614
C -1.63772 -3.27539 -1.64612
C 1.70795 -3.32040 0.56082
C 2.20225 -3.77029 1.78167
C 3.39711 -4.47210 1.82268
C 4.10728 -4.71109 0.65535
C 3.61782 -4.25775 -0.56390
C 2.41746 -3.57344 -0.61468
C -1.37905 -1.63079 2.47780
C -2.17158 -1.86781 3.60478
C -2.89801 -0.83282 4.14425
C -2.84091 0.42703 3.54346
C -2.06220 0.58605 2.42901
N -1.33699 -0.42003 1.89124
H -0.71134 -3.53656 2.36048
H -0.07632 -5.36717 0.53547
H -1.39405 -7.01739 -0.73067
H -2.81960 -6.29111 -2.60904
H -2.97529 -3.90074 -3.20343
H -1.70647 -2.22519 -1.87842
H 1.66564 -3.57215 2.70064
H 3.77635 -4.83933 2.76685
H 5.04073 -5.25622 0.68984
H 4.16639 -4.45681 -1.47473
H 2.01074 -3.27072 -1.57422
H -2.20744 -2.85833 4.03770
H -3.50895 -0.99161 5.02241
H -3.40057 1.26453 3.93311
H -2.01313 1.54121 1.92346
Cl 2.78158 -0.23041 0.77464
C 1.87507 -0.06500 -0.74542
H 2.17127 -0.87510 -1.40524
H 2.12051 0.89375 -1.19880
C -2.69388 7.19581 1.36584
C -1.50855 6.22122 1.46770
C -2.08604 4.81708 1.76497
C -0.65528 6.63324 2.67102
C -0.68364 6.22002 0.11760
O -1.38734 5.47071 -0.87595
C -0.41594 7.61047 -0.55019
C 0.82943 8.47516 -0.23067
C 0.86700 9.30691 1.00381
C -0.15588 10.25879 1.26749
C -0.08268 11.08687 2.34673
C 1.04193 11.00836 3.20716
Cl 1.16531 12.05659 4.51000
C 2.07852 10.07213 2.95847
C 1.98690 9.25007 1.87464
C 0.66713 5.48973 0.20212
N 0.57329 4.08549 0.56660
C 0.07025 3.05976 -0.11415
N 0.22428 1.95388 0.60688
C 0.85192 2.38009 1.74722
N 1.07302 3.66492 1.74535
H -3.33477 7.06998 2.23749
H -3.31237 7.01493 0.48298
H -2.37133 8.23700 1.36358
H -2.95874 4.91292 2.41076
H -1.36476 4.19242 2.29484
H -2.40192 4.30850 0.85736
H -1.28710 6.67450 3.55960
H -0.23004 7.62513 2.53328
H 0.14947 5.92623 2.87380
H -2.23388 5.89722 -1.05642
H -1.31364 8.22122 -0.46931
H -0.31464 7.35985 -1.60622
H 0.86441 9.21036 -1.04668
H 1.74347 7.88921 -0.31738
H -0.99295 10.35303 0.58719
H -0.85887 11.81503 2.54154
H 2.93382 10.02788 3.61958
H 2.78939 8.55318 1.66924
H 1.31279 5.94705 0.94468
H 1.13525 5.55369 -0.78104
H -0.40104 3.13694 -1.07951
H 1.14714 1.73962 2.56146
C -0.33616 0.57074 -4.51453
S -1.51046 -0.01208 -3.28244
C -2.88298 1.08027 -3.68189
O -0.97485 0.51299 -1.94972
H -0.69911 0.26277 -5.49556
H 0.61966 0.09110 -4.31354
H -0.23965 1.65333 -4.46054
H -3.31021 0.74812 -4.62848
H -2.53693 2.10936 -3.75401
H -3.62431 0.97655 -2.89244
*
```

As for the gap between HOMO and LUMO (alpha / beta): 8.122 / 4.439 eV. Its calculated total energy is -97219.2216 eV. As for the max |F|: 0.92 eV/Å. The energy relative to the best compared isomer or geometry (same formula, charge and spin) is 15.5 kcal per mole.

---

No. 3
Below is C36H45FN2S5Ti as an isolated structure at a distorted geometry, with properties calculated with wB97M-V/def2-TZVPD.

```
! wB97M-V def2-TZVPD RIJCOSX def2/J DEFGRID3
* xyz 1 2
Ti 0.51562 -0.22304 -0.32168
C 1.53648 3.37414 3.82001
C 0.18627 4.04335 3.53716
S -0.39282 3.66761 1.86883
C -2.02156 4.43795 1.95108
C -2.84760 4.08981 0.71158
S -2.80968 2.36760 0.13424
C -3.39569 1.49110 1.60492
C -2.81463 0.09133 1.78403
S -1.02456 -0.07162 1.96953
C -0.79000 0.73238 3.56355
C 0.65690 0.72201 4.03918
S 1.83732 1.73469 3.11308
H 1.68215 3.30572 4.89924
H 2.34811 3.98466 3.42369
H 0.28893 5.12194 3.65775
H -0.56195 3.70189 4.25743
H -1.93236 5.52313 2.01765
H -2.52600 4.10012 2.85958
H -2.49656 4.65913 -0.15001
H -3.88648 4.37395 0.88004
H -4.47902 1.40016 1.52563
H -3.17500 2.09737 2.48243
H -3.08809 -0.55841 0.94875
H -3.24715 -0.34207 2.68737
H -1.40465 0.14831 4.25183
H -1.18052 1.74351 3.49338
H 1.05418 -0.29224 4.00577
H 0.67978 1.05009 5.08031
C 0.04850 -4.20711 0.26196
C -1.40148 -3.82622 0.55701
C -1.51970 -3.42886 2.03782
C -2.12754 -2.81409 -0.34368
C -3.52047 -2.86274 -0.23127
C -4.35202 -2.02990 -0.95074
C -3.79528 -1.14582 -1.86272
C -2.41852 -1.07673 -2.04764
C -1.94473 -0.20915 -3.21346
C -0.99514 0.93231 -2.86219
C -1.42294 -1.02755 -4.40148
C -1.58196 -1.88238 -1.23988
N -0.15839 -1.68843 -1.34870
C 0.60540 -2.49257 -2.20951
C 0.18848 -3.63441 -2.88166
C 1.07262 -4.32268 -3.70263
C 2.38101 -3.88585 -3.87817
C 2.80640 -2.72281 -3.24562
C 1.89738 -2.08007 -2.44998
F 2.22877 -0.87196 -1.86236
H 0.37544 -4.90439 1.03643
H 0.72741 -3.35190 0.28650
H 0.16632 -4.71310 -0.69444
H -1.99107 -4.73718 0.42501
H -0.80702 -2.63659 2.28107
H -1.28914 -4.29222 2.66450
H -2.52060 -3.07983 2.30185
H -3.95427 -3.58762 0.44853
H -5.42614 -2.08516 -0.82371
H -4.43884 -0.51469 -2.46431
H -2.85552 0.27833 -3.56352
H -0.17629 0.59253 -2.21904
H -1.51859 1.73533 -2.34894
H -0.51540 1.33977 -3.75367
H -0.41016 -1.39819 -4.24182
H -1.40761 -0.39465 -5.29133
H -2.06791 -1.88324 -4.60863
H -0.83448 -3.97128 -2.76711
H 0.73193 -5.21322 -4.21412
H 3.06300 -4.43373 -4.51283
H 3.80303 -2.32127 -3.37149
C 0.72260 3.06439 -1.24920
C 2.02251 2.44122 -0.85839
C 3.20381 3.14739 -1.16330
C 4.40676 2.63835 -0.80008
C 4.47146 1.41786 -0.09430
C 5.70525 0.87949 0.33065
C 5.72542 -0.29332 1.02511
C 4.51876 -0.96127 1.30370
C 3.30136 -0.46594 0.90112
S 1.81480 -1.32610 1.28770
C 3.26090 0.76129 0.19195
N 2.03410 1.27454 -0.23148
H 0.68534 4.07285 -0.83530
H -0.13650 2.52801 -0.85401
H 0.64354 3.13944 -2.33421
H 3.12197 4.09015 -1.68734
H 5.32594 3.16324 -1.03608
H 6.61780 1.41555 0.10131
H 6.66330 -0.71576 1.36146
H 4.53498 -1.89667 1.85037
*
```

As for the gap between HOMO and LUMO (alpha / beta): 7.069 / 7.271 eV. Its calculated total energy is -121049.2907 eV. As for the max |F|: 1.23 eV/Å. The energy relative to the best compared isomer or geometry (same formula, charge and spin) is 11.7 kcal per mole.

---

No. 4
Below is an isolated ion of composition C36H45N2O6S and charge +1 at a distorted geometry, with properties calculated with wB97M-V/def2-TZVPD.

```
! wB97M-V def2-TZVPD RIJCOSX def2/J DEFGRID3
* xyz 1 1
C -4.54038 -5.54308 2.46029
O -4.13177 -4.16553 2.38014
C -2.86027 -3.81412 2.05125
C -2.60042 -2.41709 2.08948
C -1.34705 -1.94231 1.79584
C -0.32034 -2.81539 1.38072
C 1.03341 -2.22021 1.17821
C 1.91410 -2.73195 0.09657
S 3.36539 -3.78670 1.31040
C 2.84520 -4.14101 2.98715
C 3.51380 -5.44695 0.59917
O 1.41056 -1.27382 1.88986
C -0.57200 -4.19942 1.32656
C -1.82041 -4.71164 1.68771
H -5.60696 -5.47173 2.67493
H -4.38540 -6.06964 1.50983
H -4.03264 -6.06214 3.28336
H -3.40580 -1.74237 2.37987
H -1.15016 -0.86800 1.86439
H 1.53920 -3.58219 -0.48838
H 3.76953 -4.10301 3.58061
H 2.16810 -3.35565 3.32684
H 2.37488 -5.12673 3.04155
H 4.58812 -5.61782 0.44771
H 3.10071 -6.17554 1.30754
H 2.99737 -5.50836 -0.36467
H 0.22976 -4.86666 0.99061
H -1.98592 -5.79436 1.68788
C -4.89587 4.92005 -1.37508
O -4.78089 5.03260 0.06085
C -4.02681 4.10711 0.71120
C -3.40834 3.00326 0.11962
C -2.25735 2.47267 0.69765
C -1.40562 1.52135 -0.09728
C -0.13899 2.22062 -0.61476
C -0.39447 3.37340 -1.59040
O -1.06157 4.39261 -1.40014
N 0.30223 3.08937 -2.73101
C 0.28873 3.98393 -3.86336
C 1.00186 1.81138 -2.74739
C 0.42926 0.89091 -3.83586
C 2.51133 1.98306 -2.98978
N 0.70754 1.32853 -1.39803
C 1.25095 0.21210 -0.83202
C 1.95242 -0.77243 -1.43791
C 2.74335 -1.75684 -0.61890
C 3.77835 -2.51166 -1.47423
C 5.02568 -2.85850 -0.94264
C 5.92296 -3.62741 -1.69268
C 5.65588 -3.90049 -3.03760
C 4.43748 -3.50362 -3.58513
C 3.45825 -2.90989 -2.77286
C -1.84471 2.88280 1.96829
C -2.53384 3.90205 2.63891
O -2.11762 4.55122 3.75982
C -0.94063 4.06703 4.43850
C -3.71541 4.42450 2.05562
O -4.40393 5.41686 2.68973
C -3.92994 6.78509 2.52575
H -5.49482 5.78332 -1.66372
H -3.90632 4.96050 -1.85652
H -5.41103 3.98788 -1.65143
H -3.73582 2.64533 -0.85965
H -1.09055 0.66611 0.51898
H -1.96982 1.12646 -0.96045
H 0.42117 2.61945 0.25176
H -0.32145 4.85308 -3.60759
H 1.30637 4.31293 -4.10881
H -0.13112 3.48702 -4.74719
H -0.66408 0.84386 -3.74833
H 0.70112 1.29390 -4.82001
H 0.82562 -0.12470 -3.76369
H 2.88987 2.81221 -2.37997
H 3.04563 1.06663 -2.72159
H 2.68474 2.19895 -4.05164
H 1.07835 0.14512 0.24656
H 2.04182 -0.83306 -2.52306
H 3.22606 -1.15191 0.17861
H 5.29955 -2.53299 0.06276
H 6.84637 -3.96918 -1.22332
H 6.39987 -4.42303 -3.64264
H 4.23198 -3.64142 -4.65579
H 2.44656 -2.75453 -3.15794
H -0.94419 2.43887 2.41354
H -0.87372 4.68654 5.33201
H -1.04960 3.00917 4.71758
H -0.04401 4.20067 3.81686
H -4.64613 7.38415 3.08660
H -2.92485 6.87629 2.94925
H -3.93845 7.05407 1.46449
*
```

As for the gap between HOMO and LUMO: 5.317 eV. Its calculated total energy is -64153.3309 eV. As for the max |F|: 2.44 eV/Å.

---

No. 5
Below is a 2-piece molecular cluster, C36H46ClIN4O8S2 overall at a distorted geometry, with properties calculated with wB97M-V/def2-TZVPD.

```
! wB97M-V def2-TZVPD RIJCOSX def2/J DEFGRID3
* xyz 0 1
C 4.35826 -1.02784 3.20813
C 3.34635 -1.38899 2.67703
C 2.07955 -1.81394 2.02936
C 0.98943 -1.68145 3.10709
C 0.83170 -0.27931 3.72887
C -0.31868 0.60252 3.21166
C -1.71406 0.06186 3.50001
N -2.76013 0.92408 2.89517
C -4.09268 0.52194 3.41641
C -5.17690 1.56110 3.10653
C -6.56638 0.93819 2.92240
C -7.56293 1.98668 2.39944
C -2.78933 0.78092 1.47681
S -2.70653 2.07496 0.49832
S -3.02363 -0.85289 0.77473
C -4.55433 -0.65199 -0.18004
C -4.34558 -0.43586 -1.69006
C -4.15810 -1.76812 -2.43169
O 2.31612 -3.15233 1.60358
C 1.25053 -4.05351 1.62433
C 1.79820 -5.35277 0.96379
C 1.36138 -5.49967 -0.48461
O 1.55524 -4.73589 -1.35614
I 0.32556 -7.37752 -0.95779
O 0.11830 -3.54980 0.96596
C -1.12816 -4.00494 1.48749
C -2.06145 -4.49084 0.36076
C 1.86155 -0.88291 0.74741
N 1.96359 -1.71969 -0.47075
C 1.07490 -1.56372 -1.28795
O 0.26016 -1.36970 -2.09398
O 2.88436 0.07228 0.63973
C 2.46812 1.42789 0.79371
C 1.64388 2.00092 -0.38006
C 2.18503 1.97115 -1.79835
O 1.86142 2.80166 -2.58562
Cl 3.30318 0.70664 -2.33593
C 3.68340 2.23904 1.17056
C 4.61842 2.71420 0.26148
C 5.71934 3.44951 0.67262
N 5.96151 3.72830 1.95453
C 5.07919 3.25544 2.82481
C 3.93850 2.53144 2.51184
H 5.15751 -0.69291 3.82593
H 1.27600 -2.36711 3.90746
H 0.01062 -2.00746 2.75956
H 1.75969 0.29149 3.68323
H 0.62562 -0.42405 4.79297
H -0.20936 0.87840 2.16262
H -0.25206 1.55051 3.75481
H -1.87828 0.06534 4.57843
H -1.86955 -0.97478 3.16672
H -3.98395 0.45562 4.49843
H -4.40139 -0.44886 3.01006
H -4.95194 2.13833 2.20817
H -5.23434 2.27686 3.92920
H -6.93897 0.54556 3.86986
H -6.51762 0.12795 2.19086
H -7.39906 2.96025 2.86439
H -8.58380 1.68552 2.63922
H -7.48447 2.10784 1.31920
H -5.08040 -1.60164 -0.04815
H -5.18769 0.11322 0.26729
H -3.43210 0.14648 -1.81263
H -5.18222 0.12061 -2.11061
H -5.12088 -2.18399 -2.73749
H -3.57694 -1.60264 -3.33657
H -3.64703 -2.50647 -1.81541
H 0.99495 -4.32616 2.65554
H 1.49206 -6.24134 1.50720
H 2.88417 -5.26287 0.91508
H -1.61781 -3.16443 1.98641
H -1.00306 -4.80502 2.22005
H -1.59530 -4.31401 -0.60614
H -2.25222 -5.55798 0.47289
H -3.02879 -3.99474 0.43312
H 0.87441 -0.41775 0.78325
H 1.80945 1.46393 1.66771
H 0.65207 1.54268 -0.35681
H 1.49803 3.06077 -0.17020
H 4.50723 2.50796 -0.79487
H 6.43224 3.81169 -0.05733
H 5.27753 3.45940 3.87387
H 3.27105 2.19491 3.29440
O 2.96862 2.19961 -10.43364
N 2.71613 1.70091 -9.35476
O 2.18000 0.62206 -9.20128
C 3.08541 2.45893 -8.14821
C 3.66751 3.70506 -8.29328
C 3.99760 4.42244 -7.15476
C 3.74616 3.88836 -5.89733
C 3.16792 2.63225 -5.77186
C 2.83229 1.90796 -6.90491
H 3.85900 4.11161 -9.27499
H 4.44901 5.40063 -7.24968
H 3.99933 4.45380 -5.00984
H 2.97498 2.22178 -4.79144
H 2.37975 0.93139 -6.81766
*
```

As for the gap between HOMO and LUMO: 7.984 eV. As for the SMILES: C#C[C@](CCCCN(CCCC)C(=S)SCCC)(O[C@H](CC(=O)I)OCC)[C@H](N=C=O)O[C@H](CC(=O)Cl)c1ccncc1.O=[N+]([O-])c1ccccc1. Its calculated total energy is -102705.3584 eV. As for the max |F|: 1.12 eV/Å.

---

calculated total energy of number 4 (C36H45N2O6S)?
-64153.3309 eV

---

Which of these has the highest max |F|?
C36H45N2O6S

---

Among the records above, which one has the lowest calculated total energy?
C36H45BrN8O3PrS2Te

---

Which value of max |F| does entry 1 give?
2.08 eV/Å